# 1
{
  "formula": "C27H40GaIN2O4P3S2",
  "method": "ωB97M-V/def2-TZVPD",
  "e_lumo_ha": -0.0724,
  "total_charge": 1,
  "homo_ev": -10.524,
  "orbital_gap_ev": 8.553,
  "energy_ev": -149833.2616,
  "elements": ["H", "H", "O", "C", "C", "C", "C", "O", "H", "H", "H", "C", "C", "H", "C", "C", "C", "H", "H", "H", "C", "H", "H", "H", "H", "H", "H", "C", "H", "C", "H", "C", "H", "H", "H", "C", "H", "H", "H", "C", "C", "H", "H", "H", "H", "C", "H", "C", "H", "H", "H", "N", "H", "H", "H", "C", "C", "C", "O", "H", "H", "S", "N", "H", "O", "H", "C", "P", "S", "C", "Ga", "C", "H", "C", "P", "P", "C", "C", "I", "H"],
  "coordinates": [[-3.34016, 0.91490, -1.36959], [0.81835, 2.67795, -1.93049], [0.10550, 0.73334, 4.33035], [2.48808, -0.56070, 0.08834], [6.08847, -1.32711, 0.79581], [3.83480, -1.14364, -0.01449], [-2.86610, -0.06331, -1.44267], [-2.27445, 1.35938, 4.35915], [1.36168, 5.38551, 2.49174], [0.72416, -4.43663, 0.56115], [1.81521, -0.05234, 3.50579], [-0.56699, -1.37830, -2.55777], [1.14098, -1.41339, 5.03322], [-1.74301, 3.79359, 6.59215], [4.82322, -0.78449, 0.89597], [0.26425, -3.79379, -3.68182], [-1.17929, 1.39096, -3.19192], [4.60708, -0.05265, 1.65855], [-1.20041, 4.58254, 4.30191], [3.05618, 5.05049, 2.08225], [1.05741, 3.04312, -0.95090], [1.69051, 0.81040, 6.44575], [0.00247, -2.82351, -5.57128], [-0.76584, 2.33208, 6.38640], [-2.97481, -0.56761, -0.48252], [2.12173, 6.20261, 1.11304], [3.35637, -2.32437, -1.73924], [-0.06241, -2.72330, -4.49822], [0.88454, -3.28957, 1.88861], [1.32667, -0.00562, 4.48665], [-0.71250, -0.70715, -4.60080], [-0.47654, -1.52622, -3.93823], [-2.00211, -3.02452, 1.60251], [1.58482, 2.54693, 2.15151], [3.14661, 0.34306, 5.56162], [2.16870, 0.80782, 5.46745], [1.96936, -3.15731, 0.48431], [-3.14611, 3.14195, 4.65882], [-2.66987, -2.76078, -0.02319], [4.11961, -2.06432, -1.02059], [0.19865, -3.65414, -2.30635], [6.86468, -1.01782, 1.47730], [0.62794, -2.05239, 4.32199], [-1.91941, 1.06282, -3.92039], [-1.71466, -4.22143, 0.31159], [-1.82532, -3.15948, 0.53370], [2.12102, -1.83353, 5.25307], [6.35310, -2.26173, -0.19424], [5.57713, -3.37679, -1.86106], [2.29222, 1.83480, 5.13155], [0.47372, -4.49350, -1.68443], [1.65067, 4.20558, 0.80103], [-3.33752, -0.64650, -2.23525], [-1.48902, 2.35311, -2.78309], [-1.39197, 3.52190, 2.90650], [5.36948, -2.64386, -1.09494], [-2.13620, 2.73192, 4.78388], [0.95787, -3.40253, 0.80471], [1.79827, -0.37895, -0.93658], [1.47275, 5.22142, -1.07081], [0.57918, -4.72986, -4.11759], [-1.33923, 1.21434, 1.66077], [1.09689, 2.20304, 0.11562], [0.55874, -1.38023, 5.95026], [2.01964, -0.26865, 1.23103], [-2.46409, 2.20396, 6.85471], [-0.21244, -2.45761, -1.73142], [-1.09231, 0.19710, -1.80829], [-1.86448, -1.46655, 3.64450], [-1.14847, 3.55004, 3.96499], [0.25842, 0.26038, 0.36594], [1.46261, 2.93105, 1.15512], [-0.13697, 3.17932, 4.12290], [2.06961, 5.27080, 1.67121], [-0.28695, -2.27093, 0.08372], [-1.28492, 0.38601, 3.62017], [-1.75345, 2.76227, 6.25443], [1.39751, 4.29640, -0.53463], [8.28020, -3.09760, -0.34291], [-0.20560, 1.49543, -3.66621]]
}

=====

# 2
{
  "formula": "C2H5N3O2",
  "method": "ωB97M-V/def2-TZVPD",
  "e_lumo_ha": [0.0253, 0.0327],
  "homo_ev": [-7.951, -7.769],
  "orbital_gap_ev": [8.640, 8.658],
  "energy_ev": -10710.9058,
  "elements": ["H", "H", "O", "N", "O", "H", "N", "H", "C", "N", "C", "H"],
  "coordinates": [[-4.06593, -0.95516, -0.56900], [3.81328, -0.24166, 0.57399], [0.86623, 1.32828, -0.14803], [-0.35170, 1.04195, -0.38319], [1.69770, -0.26476, 0.33083], [-0.50979, 0.46507, -1.36016], [2.89254, -0.46920, 0.01668], [3.02030, -0.89943, -0.88200], [-3.26383, -0.64212, 0.02696], [-1.16138, 0.53970, 0.65289], [-2.30661, -0.02360, 0.39145], [-0.63082, 0.12095, 1.34959]]
}

=====

# 3
{
  "formula": "C7H5F",
  "method": "ωB97M-V/def2-TZVPD",
  "e_lumo_ha": 0.0133,
  "homo_ev": -9.491,
  "orbital_gap_ev": 9.853,
  "energy_ev": -10048.4383,
  "elements": ["C", "C", "H", "H", "H", "C", "C", "F", "C", "C", "C", "H", "H"],
  "coordinates": [[1.95639, -1.78828, 0.00403], [-0.72323, 0.64913, 0.69413], [1.98800, 2.55844, -1.34255], [-0.97305, -1.61930, 0.97351], [2.97144, -2.24791, 0.02204], [-0.53668, -0.80477, 0.25319], [1.28451, 2.11920, -0.21946], [-2.96348, -0.33406, -0.22820], [0.64837, -1.39073, -0.32935], [0.26962, 1.59743, 0.17227], [-1.62753, -0.04802, -0.38449], [-1.41856, 0.35729, -1.45843], [-0.87581, 0.95157, 1.84331]]
}

=====

# 4
{
  "formula": "C15H20N4O3",
  "method": "ωB97M-V/def2-TZVPD",
  "e_lumo_ha": 0.0227,
  "homo_ev": -8.192,
  "orbital_gap_ev": 8.810,
  "energy_ev": -27983.0375,
  "elements": ["H", "H", "N", "H", "N", "H", "O", "H", "C", "H", "C", "H", "O", "C", "H", "H", "H", "C", "H", "O", "N", "C", "H", "H", "H", "H", "C", "H", "C", "H", "C", "C", "C", "N", "C", "C", "H", "C", "C", "C", "H", "H"],
  "coordinates": [[-4.65313, -2.22637, -0.88439], [6.23925, -1.85708, 0.80210], [-3.88848, 0.39468, -1.01688], [-5.91614, -0.51436, 2.83306], [-2.33809, 1.84209, -0.09315], [-3.07506, -0.15914, -1.27192], [6.31637, 0.81479, 0.14922], [2.21586, 2.48205, 0.67140], [0.78357, 0.54124, -0.52271], [-5.37112, -0.33637, -2.27172], [-5.20288, -0.17550, -1.20188], [-4.07240, -1.03831, 1.20798], [-0.02920, 1.54406, -0.05451], [2.21238, 0.59892, -0.35918], [2.52217, -1.26092, -1.35342], [7.95832, -2.10970, 0.46807], [4.95636, -1.22598, -1.09472], [2.82210, 1.67515, 0.28895], [7.45436, -1.01360, 1.76193], [-4.54860, 2.24608, 0.13602], [-1.20902, -0.04567, -1.01795], [7.21528, -0.21366, -0.22165], [-7.09655, -0.75589, 1.54508], [-2.18170, 2.70388, 0.41098], [4.67578, 2.52804, 0.93684], [-6.36583, -1.87624, -0.62583], [3.00370, -0.43672, -0.85211], [-5.16491, -2.39325, 1.47833], [7.21390, -1.37659, 0.76588], [-5.92556, 0.55682, -0.83911], [-1.25363, 1.10065, -0.40279], [4.98574, 0.66338, -0.04850], [4.18793, 1.70447, 0.44006], [0.09412, -0.39559, -1.08905], [-5.09268, -1.39278, 1.04505], [-3.69641, 1.50906, -0.30504], [-5.92705, 0.56601, 1.44472], [-5.35351, -1.50442, -0.45760], [-6.06995, -0.46473, 1.75746], [4.37441, -0.40893, -0.69918], [8.19456, 0.27296, -0.21993], [7.00577, -0.56251, -1.23988]]
}

=====

# 5
{
  "formula": "C24H29FN6O3",
  "method": "ωB97M-V/def2-TZVPD",
  "e_lumo_ha": 0.0248,
  "homo_ev": -7.248,
  "orbital_gap_ev": 7.924,
  "energy_ev": -43159.7705,
  "elements": ["C", "C", "O", "H", "H", "H", "H", "C", "N", "C", "H", "C", "H", "O", "H", "C", "H", "H", "C", "N", "F", "H", "C", "H", "C", "H", "H", "H", "H", "C", "C", "N", "C", "N", "O", "H", "H", "C", "H", "H", "C", "H", "N", "H", "C", "C", "H", "C", "C", "H", "C", "H", "C", "H", "C", "C", "C", "C", "H", "H", "H", "N", "H"],
  "coordinates": [[0.66778, -2.32305, 1.04650], [-2.47213, -0.54014, 1.39104], [-0.54336, -3.45728, -0.77175], [-3.25997, 4.09281, 0.72286], [3.78685, 1.67586, 1.67874], [0.54678, 0.25715, 1.70588], [-5.69249, 0.34738, -0.81034], [2.41818, -0.23317, -1.54371], [2.81374, 0.89042, -0.72465], [-2.73115, 3.33723, 0.17930], [1.85171, -2.29433, -1.29342], [-5.65811, 0.97820, 0.08237], [-1.29972, -4.77878, -2.16727], [-3.66984, -0.94271, -0.67072], [-6.67164, 2.69245, -0.70935], [1.40177, -0.01587, 1.08884], [0.84549, 1.41003, -0.39727], [-2.50120, 1.14338, -2.14450], [6.48053, 1.09135, -1.00340], [-1.23688, 1.90296, -0.63907], [8.12074, 1.75175, 0.56957], [-4.78423, 3.85784, -1.67676], [6.81736, 1.53028, 0.26343], [1.79451, -5.08955, 0.79786], [5.84631, 1.74838, 1.21968], [-4.74802, 2.17028, -2.23381], [3.06242, -1.72521, -0.11768], [-0.70606, 3.12148, 1.01344], [1.50101, 0.04084, -2.07178], [-0.58026, -4.65293, -1.38308], [5.15526, 0.86542, -1.30850], [-4.46234, 0.60849, 0.79421], [1.00159, -4.74991, 0.16353], [1.05003, -1.15787, 0.25869], [-2.41692, 0.11139, 2.42304], [7.25251, 0.93824, -1.74127], [-0.43605, -1.33407, 2.66642], [0.34675, -5.49163, -0.85081], [-1.80842, -1.94991, 0.12488], [3.18698, -0.48599, -2.27089], [-4.63411, 2.81830, -1.36114], [6.12821, 2.09155, 2.20300], [-1.67490, -1.54843, 1.04623], [-0.91641, -3.00556, 2.32829], [4.13632, 1.06008, -0.36246], [-2.34360, 1.81254, -1.32269], [1.98099, 2.05429, 0.79937], [-3.58742, -0.31099, 0.36744], [4.52164, 1.51142, 0.90789], [-4.24171, 1.04228, 1.68330], [-5.68556, 2.45768, -0.30640], [2.25857, -0.25878, 1.74569], [0.42264, -3.51434, 0.16964], [-5.53109, 3.06644, 0.58657], [1.73719, 1.18138, 0.19583], [-1.46403, 2.85179, 0.30677], [2.13645, -1.45259, -0.66036], [-0.61016, -2.05676, 1.86694], [0.54430, -6.50397, -1.13668], [1.46893, -2.60976, 1.75962], [4.90862, 0.55237, -2.31046], [-3.29195, 2.66401, -0.87150], [-6.53241, 0.75584, 0.70488]]
}

=====

# 6
{
  "formula": "C4H10NO3",
  "method": "ωB97M-V/def2-TZVPD",
  "e_lumo_ha": 0.1416,
  "total_charge": -1,
  "homo_ev": -4.335,
  "orbital_gap_ev": 8.187,
  "energy_ev": -11945.0188,
  "elements": ["C", "H", "C", "H", "O", "H", "O", "H", "C", "N", "O", "H", "H", "H", "C", "H", "H", "H"],
  "coordinates": [[-0.87841, 0.83856, 0.45899], [-1.08760, -1.84752, -0.51313], [1.43037, 1.70963, -0.17501], [2.56769, -0.59381, -1.98234], [1.41742, 0.87987, -1.11183], [-1.41763, -2.56833, 1.04172], [2.18401, -1.28794, -2.54208], [0.27753, -0.79473, 1.23168], [-1.53162, -1.64220, 0.45483], [0.24072, 1.70127, 0.64771], [2.27721, 2.54071, 0.18236], [-0.95321, 0.63405, -0.60104], [-1.83976, 1.32374, 0.69052], [1.48746, -0.76169, -2.97488], [-0.77632, -0.53932, 1.16798], [-2.60314, -1.44549, 0.34336], [-1.13264, -0.37294, 2.18258], [0.33793, 2.22614, 1.49859]]
}

=====

# 7
{
  "formula": "C4H11NS",
  "method": "ωB97M-V/def2-TZVPD",
  "e_lumo_ha": 0.0265,
  "homo_ev": -8.018,
  "orbital_gap_ev": 8.739,
  "energy_ev": -16650.6786,
  "elements": ["H", "C", "C", "H", "H", "H", "C", "H", "H", "C", "H", "H", "N", "S", "H", "H", "H"],
  "coordinates": [[2.75966, 0.50322, -1.37448], [1.15658, -0.52583, -0.37882], [2.20480, 0.55110, -0.42990], [1.74570, 1.53811, -0.34801], [-3.51497, 0.58543, 1.84428], [0.52020, -2.41428, 0.32142], [-2.65998, 0.97065, 1.29021], [-2.73838, 2.05080, 1.27961], [-0.38705, -1.23742, -1.50068], [1.22391, -1.59338, 0.41629], [2.00282, -1.68176, 1.15449], [2.91645, 0.39302, 0.37444], [0.07426, -0.36081, -1.28515], [-2.68088, 0.31189, -0.40586], [0.34046, 0.11899, -2.13631], [-1.74919, 0.65573, 1.79385], [-1.21439, 0.13455, -0.61537]]
}

=====

# 8
{
  "formula": "C16H19BrN11Pd",
  "method": "ωB97M-V/def2-TZVPD",
  "e_lumo_ha": -0.2099,
  "total_charge": 1,
  "homo_ev": -11.597,
  "orbital_gap_ev": 5.885,
  "energy_ev": -106804.5478,
  "elements": ["H", "H", "H", "C", "H", "C", "C", "H", "C", "C", "C", "C", "C", "N", "N", "H", "H", "H", "H", "Br", "C", "C", "C", "N", "C", "H", "H", "H", "N", "H", "N", "N", "H", "N", "H", "H", "H", "H", "C", "N", "N", "N", "Pd", "C", "C", "N", "C", "H"],
  "coordinates": [[1.97423, 0.37751, 4.55692], [-1.78017, 0.24878, -3.46468], [-3.21722, -3.53551, 0.47165], [2.49936, 0.43119, 3.61318], [-0.56121, -1.17068, -2.23846], [3.85853, 0.81409, 3.56511], [-3.00779, -1.49166, 0.47225], [-0.98327, 1.77022, 1.17354], [2.51362, 0.12402, 1.17644], [-1.34704, 0.73479, -2.59017], [-0.66582, 2.80092, -0.55249], [4.61163, 0.33421, -0.04988], [-0.68193, 2.04183, -2.98429], [-3.01436, 0.65291, 0.50075], [0.76634, -3.00034, -0.74535], [5.58632, 1.05566, 2.35315], [-0.02543, 1.87768, -3.84328], [4.36014, 1.08676, 4.48284], [1.05465, 2.17991, -1.67955], [0.10130, -0.58034, 2.46164], [3.89860, 0.43613, 1.16694], [4.53486, 0.80015, 2.38106], [2.59903, -0.38347, -1.17071], [-0.28031, 1.74619, 0.43240], [1.85752, -0.20747, -0.04087], [0.57663, 0.00050, -2.38214], [4.54213, -0.23991, -2.09499], [-0.49390, 3.75977, -0.06246], [-0.26818, -2.26703, -0.24903], [0.39634, 3.70715, -2.18424], [0.35427, -4.20506, -0.83422], [-4.22871, -1.12036, 0.79872], [-1.47056, 2.71356, -3.32775], [-0.34483, -0.20308, -2.00196], [2.17816, -0.79597, -2.07916], [0.61762, 1.99373, 0.84477], [-2.14711, 0.87030, -1.86481], [5.66795, 0.56927, -0.05880], [0.11127, 2.70752, -1.85880], [-2.23048, -0.43175, 0.26559], [-0.93066, -4.32467, -0.43285], [-4.18458, 0.22463, 0.80975], [-0.18183, -0.31468, 0.02628], [3.98590, -0.10252, -1.17767], [-1.30235, -3.11412, -0.08477], [-2.55250, -2.78452, 0.36896], [1.89365, 0.10897, 2.44240], [-1.74020, 2.70480, -0.70344]]
}